# C5H6O2S

The molecule C5H6O2S in a non-equilibrium geometry (ωB97M-V/def2-TZVPD, the OMol25 dataset).

Each line ends with the natural charge from an NBO analysis.
Atoms and positions in Å:
H (0.519, -1.963, -1.135)  0.2266
H (0.213, 2.523, -0.559)  0.5238
O (-3.423, 0.558, -0.224)  -0.5663
H (1.334, -2.612, 0.306)  0.2404
H (-2.011, 2.070, 0.068)  0.0968
C (0.454, 0.677, 0.118)  0.5206
C (-1.134, 0.145, 0.197)  -0.3825
H (2.342, -0.106, -0.371)  0.2534
C (1.432, -0.392, 0.153)  -0.5287
S (-0.926, -1.665, 0.498)  0.2198
C (0.792, -1.773, -0.146)  -0.4965
C (-2.253, 0.956, -0.071)  0.3000
O (0.799, 1.909, -0.116)  -0.6572
H (1.860, -0.328, 1.282)  0.2499

As for the LUMO energy (spin up / spin down): -0.486 / -0.485 eV. The structure (SMILES) is O=CC1=C(O)CCS1. The total charge is 0. Its HOMO-LUMO gap (spin up / spin down) is 0.262 / 0.262 Eh.

---

# C5H6O2S2

The molecule C5H6O2S2 in a non-equilibrium geometry (ωB97M-V/def2-TZVPD, the OMol25 dataset).

Each line ends with the natural charge from an NBO analysis.
Atoms and positions in Å:
H (-1.971, -0.742, -2.382)  0.4952
S (-2.229, -0.108, 0.814)  0.4764
C (2.404, -0.583, 0.798)  -0.2605
O (-1.441, -0.946, -1.546)  -0.7294
C (2.781, 0.606, 0.286)  -0.4125
S (1.430, 1.337, -0.539)  0.4014
H (-4.132, 1.055, 0.712)  0.4871
C (0.426, -0.083, -0.226)  -0.1829
H (3.646, 1.276, 0.559)  0.2491
C (1.071, -0.959, 0.619)  -0.2844
H (0.645, -1.984, 0.904)  0.2361
O (-3.190, 1.249, 0.356)  -0.8501
H (-1.208, 1.097, -1.072)  0.2189
H (2.957, -1.283, 1.377)  0.2223
C (-1.190, 0.068, -0.659)  -0.0667

As for the LUMO energy: 0.330 eV. The structure (SMILES) is OS[C@H](O)c1cccs1. The total charge is 0. Its HOMO-LUMO gap is 0.322 Eh.

---

Calculated total energy across the listed records, respectively: -742.67145; -1140.88996 Ha.